(1)
Below is a molecular structure, C20H11ClF6N3O8PSV, with properties calculated with wB97M-V/def2-TZVPD.

Each line ends with the Löwdin charge.
Atoms and positions in Å:
C -2.0448 4.5621 0.3584  -0.052
O 5.2254 -4.5144 0.9530  0.047
F 0.6482 2.2008 0.0799  -0.206
F 3.8061 1.4714 -0.3284  -0.062
N -0.3893 -0.0640 1.0385  -0.040
C 4.0207 -2.3647 -1.7503  0.011
F 2.2741 1.2234 1.3330  -0.103
P 2.3178 1.9395 -0.0858  0.274
C -3.0530 2.4055 0.4130  -0.214
H 2.4483 -1.1191 1.0305  0.119
C 3.0827 -1.7450 0.4208  0.094
H 5.8176 -3.6502 2.7328  0.141
F 2.6485 3.3339 0.5477  -0.067
C 4.6384 -3.5697 0.1733  -0.204
C 4.9343 -4.1299 2.3002  -0.119
O 3.8592 -3.1987 2.2511  0.043
C -1.8476 -1.6369 -1.7548  -0.453
C 4.7621 -3.3981 -1.1851  0.036
C 3.8180 -2.7648 0.9535  -0.188
C -3.3891 2.5534 1.7477  -0.033
H -1.5104 5.3361 -0.1749  0.115
H 4.0729 -2.1756 -2.8130  0.127
V -0.2408 0.4264 -0.7735  1.167
C 2.4475 -0.5098 -1.6640  -0.422
O -6.4604 -1.4475 -1.3682  0.106
O -4.8535 -2.7749 -2.1170  0.146
H -3.8723 -2.8262 -2.1843  0.073
S -0.9884 0.1197 3.7273  0.740
H -3.8867 1.7525 2.2780  0.117
C -2.8650 -0.6754 -1.2441  -0.097
O 1.6972 0.3294 -0.7832  -0.275
C -2.3874 3.3906 -0.2979  -0.010
N -3.3412 1.1627 -0.2474  -0.029
O -2.1366 -2.6903 -2.2669  0.146
N -2.3431 0.4146 -0.7145  0.037
H 5.4017 -4.0345 -1.7789  0.125
C -4.2626 -0.6636 -1.1269  -0.019
O 2.3677 -0.3199 -2.8327  0.189
C 3.2016 -1.5546 -0.9678  -0.131
F 2.2093 2.5258 -1.5497  -0.078
F -0.4322 1.4939 -2.1178  -0.278
C -3.0515 3.7359 2.3862  -0.057
O -0.6106 -1.2108 -1.5666  -0.077
H -2.1276 3.2325 -1.3364  0.118
C -4.5207 0.5471 -0.4892  -0.557
H -3.2988 3.8683 3.4305  0.112
C -0.6582 0.0238 2.1990  -0.870
H -2.1087 5.6501 2.2019  0.110
C -5.2934 -1.6566 -1.5544  -0.492
H 4.6325 -5.0066 2.8675  0.140
Cl -5.9776 1.2684 -0.0442  0.859
C -2.3801 4.7344 1.6940  -0.060

Summary:
E_tot ... -116416.37462 eV
Spin multiplicity ... 2
Lowest unoccupied orbital energy (spin up / spin down) ... -2.943 / -2.268 eV
Highest occupied orbital energy (spin up / spin down) ... -8.846 / -8.846 eV

(2)
Below is a molecular structure, C20H12BaCl5N3O4, with properties calculated with wB97M-V/def2-TZVPD.

Each line ends with the Löwdin charge.
Atoms and positions in Å:
O -0.4462 -1.7642 3.2825  -0.304
C -1.9248 1.6401 -0.5539  -0.155
C -5.4768 -0.6803 -0.1744  -0.371
N 2.0952 -0.8336 0.3041  -0.068
H 3.9701 -2.1005 -3.6719  0.110
Cl -7.2165 1.2101 -0.7033  0.649
C 0.6904 -1.5995 -3.0321  -0.084
H 1.7693 -2.1472 -4.8040  0.107
Cl -7.9327 -1.5888 -0.4009  0.644
C 3.5243 0.5800 3.3639  -0.511
C 1.8370 -1.8895 -3.7557  -0.080
C 0.7924 2.1498 -0.6098  -0.118
H 4.1255 -1.5180 -1.2898  0.092
C 3.0214 -0.0932 0.9602  -0.574
H 2.4970 -0.3751 4.7000  0.056
H -3.0306 1.9021 1.9254  0.023
C 2.7249 -0.1247 2.3113  -0.046
C -6.6991 -0.4561 -0.9579  -1.626
H 1.8557 2.3530 -0.6375  0.091
C 0.7776 -1.2510 -1.6952  -0.049
C -1.9518 1.7519 1.9275  -0.272
C 2.0169 -1.1922 -1.0762  -0.190
H -0.1350 -1.0495 -1.1523  0.054
H -0.2798 -1.6270 -3.5104  0.110
C -1.2794 1.9083 0.6853  -0.508
C 0.7156 -1.3466 3.5640  -0.605
Cl 0.9640 1.9698 -3.3186  0.657
H 0.6822 2.3126 1.5073  0.118
O 1.2254 -1.2753 4.6846  0.059
H -3.0027 1.4985 -0.5606  0.087
H -1.4509 2.1160 2.8187  0.034
Ba -1.6743 -0.9116 1.3214  1.867
N -4.5196 -0.8511 0.4290  0.115
C 3.0701 -1.8555 -3.1241  -0.063
C -1.2478 1.6691 -1.7712  -0.138
C 0.1063 1.9321 -1.8015  -0.699
C 1.5501 -0.9099 2.3753  -0.151
O 3.2574 0.2803 4.6189  0.127
Cl -6.3139 -0.7391 -2.6590  0.639
C 0.1254 2.1202 0.5965  -0.062
O 4.3760 1.3753 3.0536  0.072
N 1.1757 -1.3129 1.1656  0.044
Cl 4.2544 0.7395 0.1451  0.843
C 3.1654 -1.5178 -1.7823  -0.034
H -1.7837 1.5014 -2.6975  0.105

Summary:
E_tot ... -96901.91185 eV
Lowest unoccupied orbital energy ... -0.749 eV
Highest occupied orbital energy ... -6.747 eV

(3)
Below is a molecular structure, C20H12ClN2O6Tc, with properties calculated with wB97M-V/def2-TZVPD.

Each line ends with the Löwdin charge.
Atoms and positions in Å:
H 1.7719 -2.5072 -1.4469  0.103
C -1.6387 -1.0825 2.5826  -0.121
C 2.1464 2.0254 -0.2169  -0.144
O -0.1537 0.6468 1.8148  -0.164
O 4.0059 0.6876 0.3671  0.037
N 0.1929 -0.4570 -1.8349  -0.131
H -0.9060 -2.7279 -5.6015  0.091
H 0.6835 -4.5568 -5.0646  0.083
N 0.8380 1.9439 -0.4243  -0.019
H -1.1437 -0.7976 -4.0798  0.102
C 2.7991 0.6940 0.1795  -0.588
C -0.8353 0.6771 4.0404  0.000
O -2.2609 3.5215 -0.8485  0.049
H -1.5326 0.6234 6.0526  0.101
C -0.8443 0.0926 2.7409  -0.331
H -2.9647 -2.4980 3.5226  0.108
H 2.0142 -4.4362 -2.9753  0.094
O -1.1611 -1.5992 0.2864  -0.079
C -2.3712 -1.6033 3.6676  -0.079
C -1.5546 0.1520 5.0782  -0.106
C -1.4607 2.6260 -0.6450  -0.576
H 2.4102 5.3576 -0.6098  0.102
O 1.9817 -0.2902 0.3205  -0.140
C 2.7557 3.2670 -0.2885  0.011
O -1.7380 1.3841 -0.3938  -0.148
Tc -0.0435 0.1726 -0.2296  1.527
C 1.1909 -2.5708 -2.3578  -0.040
C 0.5741 -3.7131 -4.3953  -0.133
C 0.0301 2.9826 -0.6189  -0.148
H -0.0750 5.0957 -0.8620  0.116
C -0.4543 -1.5994 -3.8496  -0.052
C 0.2979 -1.5251 -2.6614  -0.367
H -0.2328 1.5654 4.1740  0.115
C -2.3323 -1.0001 4.8921  -0.683
C -1.7273 -1.8267 1.3514  -0.173
C 0.5772 4.2494 -0.7007  0.009
H -2.3842 -2.7079 1.3904  0.128
C -0.3145 -2.6842 -4.6942  -0.122
C 1.3199 -3.6415 -3.2228  -0.114
C 1.9569 4.3758 -0.5494  -0.047
Cl -3.2386 -1.6541 6.2344  0.610
H 3.8213 3.3381 -0.1240  0.117

Summary:
E_tot ... -50925.26986 eV
Spin multiplicity ... 2
Lowest unoccupied orbital energy (spin up / spin down) ... 2.405 / 2.320 eV
Highest occupied orbital energy (spin up / spin down) ... -3.536 / -4.797 eV
Total charge ... -1

(4)
Below is a molecular structure, C20H13Br5MoN4O2, with properties calculated with wB97M-V/def2-TZVPD.

Each line ends with the Löwdin charge.
Atoms and positions in Å:
C -1.0313 -2.5251 3.6709  -0.088
H -1.2649 -4.6492 3.8752  0.099
C 0.3863 -3.1055 1.3520  -0.047
C -0.5087 -1.4907 2.9105  -0.042
C -2.2309 -0.9512 -0.4685  -0.116
H 5.3461 1.9167 -1.5769  0.122
C 0.1980 -1.7826 1.7451  -0.368
O -1.1002 1.6474 -0.5707  -0.310
C -1.9202 -2.9231 -2.3116  -0.106
C 4.6575 -0.2155 -1.7491  -0.057
H -1.7502 -3.6825 -3.0594  0.101
Br -3.6830 3.2520 -0.7477  0.768
C 0.6550 4.6839 0.2147  -0.645
Mo 0.4979 0.4659 -0.2608  1.553
H -4.1569 -1.7655 -0.0569  0.114
C -0.9345 2.9580 -0.3262  -0.390
N 3.3540 1.4269 -1.1224  0.006
Br 0.0394 7.4487 0.4605  0.718
C -0.1439 -4.1321 2.1202  -0.089
C -0.8543 -3.8459 3.2776  -0.100
Br -3.0728 6.4980 -0.1809  0.715
C -1.6737 5.2401 -0.1187  -0.757
C -0.3706 5.6364 0.1567  -0.755
C 0.3721 3.3472 -0.0040  -0.401
Br 2.4523 5.1252 0.5674  0.772
H -0.6364 -0.4580 3.2075  0.111
H 0.0022 -5.1598 1.8124  0.102
N 2.5881 0.3280 -1.0899  -0.116
O 1.2711 2.3689 0.0438  -0.311
H -1.5795 -2.2963 4.5758  0.103
H 2.9073 2.2783 -0.7795  0.109
H 5.5094 -0.7870 -2.0710  0.096
N -1.0812 -1.0076 -1.1586  -0.072
C -3.2557 -1.8577 -0.6447  -0.030
N 0.6832 -0.7513 0.9362  -0.205
C -1.9553 3.8873 -0.3589  -0.650
C 4.6023 1.1416 -1.5088  -0.079
H 0.9434 -3.3118 0.4468  0.104
C -0.9439 -1.9676 -2.0624  -0.738
H -3.8677 -3.5997 -1.7508  0.116
C 3.3683 -0.6791 -1.4662  -0.181
C -3.0912 -2.8651 -1.5815  -0.046
H -2.3140 -0.1374 0.2371  0.106
Br 0.6257 -2.0287 -3.0831  0.827
H 2.9617 -1.6742 -1.5014  0.058

Summary:
E_tot ... -383075.31563 eV
Lowest unoccupied orbital energy ... -0.122 eV
Highest occupied orbital energy ... -7.358 eV

Going through the records in order, we get F_max values of 0.25 0.26 0.35 0.71 eV/A.
Going through the records in order, we get molar mass values of 684.75 672.93 509.78 836.81 g mol⁻¹.
Going through the records in order, we get energy above the lowest of the compared OMol25 structures with the same formula, charge and spin values of 0.0000 0.3442 0.0000 0.0000 eV.